# 1
Below is 10 unconnected molecules or ions with the total composition H21O10, with properties calculated with ωB97M-V with the def2-TZVPD basis set.

Element x y z (Å)
O1 1.792397 0.069701 -2.163016
H1 2.368992 -0.101993 -2.865258
H2 0.903473 0.102001 -2.561818
O2 -1.450642 0.597086 2.591359
H3 -0.870728 0.687364 1.835917
H4 -0.780689 0.320230 3.231963
O3 1.949971 1.880686 0.299973
H5 1.155587 2.250252 0.754985
H6 2.444675 1.113227 0.854317
O4 3.305405 0.532372 1.849837
H7 4.141949 0.921740 1.556088
H8 3.470410 -0.418018 1.918041
O5 -1.474165 -3.044927 -0.423081
H9 -1.633746 -3.325451 -1.319909
H10 -2.349146 -3.145948 -0.017341
O6 -1.090187 1.185817 -1.119834
H11 -0.664075 1.432970 -1.944047
H12 -0.615553 0.473565 -0.674432
O7 -0.337937 2.882631 0.966835
H13 -0.826303 3.613377 1.353247
H14 -0.993938 2.736646 0.277151
O8 0.713485 -0.903847 0.125071
H15 0.285131 -1.704995 0.441833
H16 1.235591 -0.971036 -0.682239
O9 -0.470657 -1.222638 -2.934433
H17 -0.888652 -1.525740 -2.126062
O10 -3.685186 -1.689218 1.554856
H18 -3.830062 -0.811536 1.228143
H19 1.514330 1.393163 -0.434580
H20 -0.383287 -1.728656 -3.727593
H21 -2.936445 -1.598823 2.154028

Cartesian forces (eV/Å) of the 2 atoms listed first:
O -1.5 1.0 1.9
H 1.5 -0.4 -1.6

Computed properties:
- calculated total energy (eV) = -20809.9087
- total charge = +1
- ΔE to the lowest compared entry with this formula, charge and spin (kcal/mol) = 21.2
- LUMO energy (eV) = -3.072
- HOMO energy (eV) = -13.798
- frontier orbital gap (eV) = 10.7

***

# 2
Below is 2 unconnected molecules or ions with the total composition C3H5BrF2, with properties calculated with ωB97M-V with the def2-TZVPD basis set.

Element x y z (Å)
C1 -0.778800 -0.883350 0.647686
C2 0.985310 0.426418 -0.680678
C3 0.069275 0.225620 0.383790
F1 -1.645393 1.172891 -1.359543
F2 -0.094378 1.244402 1.243006
Br1 2.884984 -0.168937 -0.192412
H1 -1.213123 -0.923124 1.647886
H2 -1.736664 -0.716636 0.134096
H3 -0.423385 -1.917529 0.566124
H4 0.686687 0.048111 -1.563603
H5 1.265485 1.492134 -0.826347

Cartesian forces (eV/Å) of the 2 atoms listed first:
C -1.4 -2.0 1.5
C 3.5 3.1 1.6

Computed properties:
- calculated total energy (eV) = -78665.6820
- total charge = 0
- ΔE to the lowest compared entry with this formula, charge and spin (kcal/mol) = 85.0
- LUMO energy (alpha / beta) (eV) = -2.682 / -2.725
- HOMO energy (alpha / beta) (eV) = -9.647 / -9.438
- frontier orbital gap (alpha / beta) (eV) = 7.0 / 6.7

***

# 3
Below is 2 unconnected molecules or ions with the total composition C6H13Cl, with properties calculated with ωB97M-V with the def2-TZVPD basis set.

Element x y z (Å)
C1 1.496694 1.033347 1.415920
C2 1.294284 1.070501 -1.293218
C3 -1.552903 -0.807805 1.347758
C4 -1.520792 -1.096791 -1.191596
C5 1.138339 0.404822 0.033141
C6 -1.412822 -0.257663 -0.018281
Cl1 -2.016971 1.297737 -0.212992
H1 2.576004 0.707599 1.529892
H2 1.009344 0.476215 2.247023
H3 1.430071 2.098774 1.452358
H4 1.600563 0.598802 -2.242774
H5 1.970982 1.999640 -1.283882
H6 0.262810 1.472993 -1.470653
H7 -2.454295 -0.840068 1.934972
H8 -1.165278 -1.944376 1.501022
H9 -0.869926 -0.313321 2.103352
H10 -2.529184 -1.166639 -1.638234
H11 -1.227245 -2.155501 -1.062114
H12 -0.819811 -0.686307 -2.029290
H13 1.378156 -0.719368 0.139493

Cartesian forces (eV/Å) of the 2 atoms listed first:
C 0.9 -2.2 -1.5
C -0.3 2.4 -0.1

Computed properties:
- calculated total energy (eV) = -18951.3275
- total charge = 0
- ΔE to the lowest compared entry with this formula, charge and spin (kcal/mol) = 61.8
- LUMO energy (alpha / beta) (eV) = 0.909 / 0.637
- HOMO energy (alpha / beta) (eV) = -7.403 / -7.417
- frontier orbital gap (alpha / beta) (eV) = 8.3 / 8.1

***

# 4
Below is a molecular structure, C59H55Cl2N5P3SiTi, with properties calculated with ωB97M-V with the def2-TZVPD basis set.

Element x y z (Å)
Ti1 0.374433 0.196969 -0.541997
C1 -4.109861 4.764300 4.000663
C2 -2.828757 4.317743 4.287510
C3 -2.282193 3.261531 3.576764
C4 -3.006267 2.629482 2.568121
C5 -4.303699 3.068244 2.301756
C6 -4.846506 4.129647 3.011401
P1 -2.195192 1.264727 1.645152
C7 -3.627750 0.492420 0.805585
C8 -4.198445 1.213639 -0.247248
C9 -5.268566 0.702520 -0.961422
C10 -5.782927 -0.548131 -0.644463
C11 -5.230135 -1.270216 0.401201
C12 -4.166508 -0.748649 1.126129
C13 -1.743028 0.113977 3.006221
C14 -2.692018 -0.303676 3.937971
C15 -2.355530 -1.217706 4.925583
C16 -1.061318 -1.715884 4.989882
C17 -0.098878 -1.272215 4.091108
C18 -0.411428 -0.339243 3.099159
Si1 0.956327 0.479865 2.046988
C19 0.943074 2.249217 2.717806
C20 1.072118 2.550406 4.077097
C21 1.045312 3.865549 4.514821
C22 0.859089 4.903687 3.606305
C23 0.696126 4.623547 2.261360
C24 0.735064 3.300047 1.828376
P2 0.796278 2.838294 0.081362
C25 2.470536 3.428536 -0.304339
C26 2.726515 4.652017 -0.910276
C27 4.035592 5.100552 -1.038301
C28 5.085254 4.343258 -0.546222
C29 4.830457 3.127823 0.077511
C30 3.530863 2.671276 0.192042
C31 -0.363457 3.884161 -0.824776
C32 -0.166212 4.101701 -2.190231
C33 -1.118769 4.789028 -2.925146
C34 -2.273232 5.257065 -2.308434
C35 -2.467253 5.048907 -0.950292
C36 -1.514490 4.365810 -0.206719
C37 2.599864 -0.342923 2.517592
C38 3.219061 -0.183814 3.763565
C39 4.358896 -0.896464 4.093148
C40 4.908515 -1.802497 3.191296
C41 4.324322 -1.969539 1.951285
C42 3.190979 -1.226864 1.614451
P3 2.413521 -1.420017 -0.008946
C43 3.772219 -1.227975 -1.203299
C44 3.659229 -1.639821 -2.531432
C45 4.670705 -1.387228 -3.441163
C46 5.806878 -0.695713 -3.045693
C47 5.920532 -0.260586 -1.735580
C48 4.912683 -0.523535 -0.819671
C49 1.943451 -3.187538 0.045077
C50 2.217668 -4.118790 -0.953690
C51 1.808631 -5.439221 -0.817162
C52 1.134372 -5.851884 0.323496
C53 0.882781 -4.936069 1.337038
C54 1.279593 -3.615228 1.195836
H1 -4.535779 5.591018 4.552228
H2 -2.248959 4.788518 5.070353
H3 -1.293729 2.914699 3.829671
H4 -4.914261 2.581773 1.552222
H5 -5.855624 4.452125 2.793627
H6 -3.803636 2.190271 -0.505738
H7 -5.704504 1.281940 -1.764035
H8 -6.621683 -0.946866 -1.198302
H9 -5.641094 -2.233805 0.671742
H10 -3.783470 -1.307560 1.968145
H11 -3.699743 0.092582 3.890779
H12 -3.099220 -1.536116 5.643186
H13 -0.794006 -2.431265 5.756180
H14 0.916330 -1.638263 4.186126
H15 1.152073 1.758965 4.810127
H16 1.154792 4.085028 5.568456
H17 0.835827 5.928456 3.951357
H18 0.548244 5.428935 1.551317
H19 1.915142 5.264492 -1.279416
H20 4.229089 6.050887 -1.516409
H21 6.101327 4.700845 -0.641668
H22 5.647309 2.539317 0.474096
H23 3.337995 1.719500 0.679110
H24 0.730396 3.731777 -2.673151
H25 -0.958217 4.966846 -3.980063
H26 -3.010124 5.801617 -2.883184
H27 -3.353500 5.429252 -0.459261
H28 -1.667751 4.225651 0.857702
H29 2.814639 0.502426 4.491539
H30 4.819986 -0.753610 5.061350
H31 5.791265 -2.367348 3.457044
H32 4.751876 -2.662603 1.236695
H33 2.766623 -2.146301 -2.871780
H34 4.570112 -1.723808 -4.464203
H35 6.596334 -0.496239 -3.756840
H36 6.799230 0.284668 -1.419363
H37 5.027267 -0.177737 0.198215
H38 2.787738 -3.841248 -1.827936
H39 2.051268 -6.154813 -1.591896
H40 0.842174 -6.887023 0.438533
H41 0.399081 -5.255431 2.251488
H42 1.093096 -2.915986 2.004880
C55 0.294345 -2.618807 -4.617407
N1 -0.355022 -3.198222 -3.448662
C56 -0.925804 -4.537910 -3.536949
C57 -0.355696 -2.500367 -2.297248
N2 0.270189 -1.385840 -2.105683
N3 -1.104392 -3.051420 -1.271401
C58 -1.288106 -2.497467 -0.038592
N4 -1.988874 -3.268380 0.821149
N5 -0.859525 -1.311113 0.276578
H43 0.014070 -3.194175 -5.494122
H44 1.383696 -2.630601 -4.533816
H45 -0.044447 -1.590089 -4.770033
H46 -0.683680 -4.954774 -4.509520
H47 -2.015409 -4.524692 -3.451737
H48 -0.496002 -5.201198 -2.782703
H49 0.796770 -1.082643 -2.914790
H50 -1.572438 -3.925624 -1.451124
H51 -2.012095 -4.266901 0.689839
H52 -2.063319 -2.956568 1.777117
H53 -1.090050 -1.128966 1.250500
Cl1 -1.636009 1.030405 -1.936857
C59 -1.245996 1.052885 -3.597682
Cl2 1.761416 1.045887 -2.205144
H54 -2.088958 1.117519 -4.261665
H55 -0.215000 1.225577 -3.848625

Cartesian forces (eV/Å) of the 2 atoms listed first:
Ti 0.5 -0.3 0.2
C 0.0 0.0 0.0

Computed properties:
- calculated total energy (eV) = -153422.4667
- total charge = +2
- <S²> = 0.75
- ΔE to the lowest compared entry with this formula, charge and spin (kcal/mol) = 11.2
- LUMO energy (alpha / beta) (eV) = -5.214 / -5.377
- 2S+1 = 2
- HOMO energy (alpha / beta) (eV) = -12.531 / -12.549
- frontier orbital gap (alpha / beta) (eV) = 7.3 / 7.2

***

# 5
Below is a molecular structure, C4H11NP2, with properties calculated with ωB97M-V with the def2-TZVPD basis set.

Element x y z (Å)
C1 1.529619 -0.924626 -1.300506
C2 0.070902 1.035439 0.141174
C3 -0.177601 1.157011 1.698866
C4 -1.710129 -0.728982 0.187421
N1 -0.815629 0.115201 -0.589910
P1 2.204455 0.205695 0.009938
P2 -0.169475 -0.507571 -2.018282
H1 2.016438 -0.815365 -2.220875
H2 1.571653 -2.015397 -1.069567
H3 -0.006362 2.018623 -0.414595
H4 0.643319 0.676242 2.273021
H5 -1.113533 0.513687 1.977208
H6 -0.077663 2.218021 2.021747
H7 -2.298174 -1.319811 -0.575946
H8 -1.243187 -1.514876 0.870250
H9 -2.439017 -0.088191 0.658198
H10 1.930717 -0.765621 1.037848
H11 0.083668 0.740520 -2.685993

Cartesian forces (eV/Å) of the 2 atoms listed first:
C -0.5 -0.6 -0.1
C 0.7 -0.3 0.4

Computed properties:
- calculated total energy (eV) = -24391.7093
- total charge = 0
- ΔE to the lowest compared entry with this formula, charge and spin (kcal/mol) = 39.0
- LUMO energy (eV) = 0.866
- HOMO energy (eV) = -8.158
- frontier orbital gap (eV) = 9.0

***

# 6
Below is a molecular structure, C48H42CsFN8O5S, with properties calculated with ωB97M-V with the def2-TZVPD basis set.

Element x y z (Å)
Cs1 -0.215090 -0.153302 0.732484
O1 -4.806766 2.287235 1.172194
C1 -3.890747 1.473897 1.080909
N1 -2.626407 1.594107 1.541264
C2 -2.422159 2.284982 2.673997
O2 -3.209529 2.477776 3.603244
C3 -1.006198 2.839642 2.872856
C4 -0.770549 3.582629 4.029127
C5 0.479897 4.133139 4.231379
C6 1.466689 3.919680 3.279200
C7 1.147403 3.154082 2.170521
N2 -0.056499 2.624223 1.962422
C8 -4.190133 0.191577 0.308193
C9 -5.525691 -0.092267 0.030851
C10 -5.843506 -1.275244 -0.606803
C11 -4.816333 -2.135095 -0.966862
C12 -3.517765 -1.766960 -0.654318
N3 -3.203014 -0.640970 -0.019533
H1 -1.586289 3.703271 4.726743
H2 0.687857 4.718876 5.119583
H3 2.463027 4.326874 3.391147
H4 1.893816 2.949441 1.408936
H5 -6.269137 0.634008 0.325314
H6 -6.875459 -1.524039 -0.827113
H7 -5.009590 -3.073009 -1.472137
H8 -2.686335 -2.421668 -0.901085
C13 1.006304 -6.151143 6.325249
C14 -0.384176 -5.534314 6.224693
C15 -1.435426 -6.627287 6.361354
C16 -2.836366 -6.063522 6.210205
C17 -2.953853 -5.347487 4.894136
C18 -4.159945 -5.261939 4.232357
C19 -4.245187 -4.561019 3.037349
F1 -5.450119 -4.502256 2.420712
C20 -3.161902 -3.937930 2.487062
C21 -1.925835 -4.024909 3.135399
C22 -0.770133 -3.302091 2.523541
O3 -0.923951 -2.768342 1.431494
C23 0.428582 -3.294606 3.339370
C24 0.444475 -4.048997 4.462215
N4 -0.573443 -4.809294 4.958175
C25 -1.815363 -4.739090 4.333227
C26 1.726965 -2.485916 3.072083
O4 2.679383 -2.771046 3.825895
O5 1.673560 -1.625604 2.170791
H9 1.052999 -6.763001 7.227945
H10 1.800915 -5.411933 6.384167
H11 1.196450 -6.789028 5.460338
H12 -0.517980 -4.825991 7.053427
H13 -1.308004 -7.103267 7.335638
H14 -1.255676 -7.387709 5.594718
H15 -3.036854 -5.366600 7.031451
H16 -3.587246 -6.853434 6.273304
H17 -5.047043 -5.727335 4.644886
H18 -3.232258 -3.368186 1.569547
H19 1.372633 -4.036015 5.014949
C27 -2.510220 -0.504416 -5.308882
C28 -3.019414 -0.556466 -3.867303
C29 -3.636077 0.741167 -3.417721
C30 -5.010878 0.910126 -3.426320
C31 -5.586813 2.106807 -3.022785
C32 -4.769960 3.143402 -2.609323
C33 -3.381888 3.025174 -2.600950
C34 -2.547272 4.217773 -2.170901
C35 -2.867865 4.728874 -0.767500
C36 -2.809413 1.805892 -3.015486
N5 -1.421782 1.605342 -3.022903
C37 -0.716065 2.388076 -3.756783
C38 0.713498 2.415441 -3.796749
C39 1.511508 3.187860 -4.662987
C40 2.831675 2.911110 -4.307781
C41 2.748404 1.993641 -3.240166
N6 1.484398 1.695757 -2.926237
H20 -2.055217 -1.455700 -5.596974
H21 -1.760603 0.281048 -5.420958
H22 -3.326910 -0.289290 -6.002888
H23 -2.185604 -0.806506 -3.209086
H24 -3.764089 -1.351974 -3.771338
H25 -5.638924 0.079277 -3.733400
H26 -6.664381 2.222006 -3.011161
H27 -5.216084 4.072116 -2.271259
H28 -2.698141 5.026148 -2.896219
H29 -1.491157 3.964203 -2.210835
H30 -3.923986 4.971557 -0.644209
H31 -2.280023 5.625054 -0.550648
H32 -2.621876 3.973177 -0.025239
H33 -1.217617 3.114316 -4.414526
H34 1.156431 3.856386 -5.436078
H35 3.732910 3.316289 -4.746461
H36 3.571246 1.548102 -2.693850
N7 0.440279 -1.033448 -3.400961
C42 1.489323 -1.729889 -2.894473
N8 1.845648 -1.727624 -1.658833
C43 2.917001 -2.574988 -1.441120
C44 3.519150 -2.793157 -0.203395
C45 4.580445 -3.679696 -0.128692
C46 5.049127 -4.350177 -1.260384
C47 4.454775 -4.145125 -2.496731
C48 3.391408 -3.257556 -2.573900
S1 2.439655 -2.796792 -3.957817
H37 0.283077 -0.152050 -2.900898
H38 0.481706 -0.864870 -4.394902
H39 3.133617 -2.283106 0.673137
H40 5.045427 -3.856523 0.833375
H41 5.881154 -5.039199 -1.175987
H42 4.810101 -4.663460 -3.379099

Cartesian forces (eV/Å) of the 2 atoms listed first:
Cs 0.2 0.4 -0.8
O 0.0 0.0 0.0

Computed properties:
- calculated total energy (eV) = -86722.8490
- total charge = -2
- ΔE to the lowest compared entry with this formula, charge and spin (kcal/mol) = 17.2
- LUMO energy (eV) = 3.473
- HOMO energy (eV) = -2.228
- frontier orbital gap (eV) = 5.7

***

Short version: max |F| = 2.60, 4.96, 4.70, 0.62, 3.09, 0.93 eV Å⁻¹, in the order given.